No. 1
Density functional theory data (wB97M-V/def2-TZVPD) for 2 unconnected molecules or ions with the total composition C28H21BF8O2S at a distorted geometry.

CARTESIAN COORDINATES (ANGSTROEM)
C1 -2.877 3.600 -4.130
C2 -2.488 2.940 -2.877
C3 -2.170 3.602 -1.690
C4 -1.911 2.703 -0.620
C5 -1.886 1.364 -1.017
C6 -1.843 0.223 -0.169
C7 -2.139 -1.064 -0.708
C8 -2.939 -1.920 0.016
C9 -3.278 -3.219 -0.664
F1 -4.090 -4.003 0.089
F2 -3.894 -3.005 -1.875
F3 -2.139 -3.941 -0.937
C10 -3.411 -1.579 1.287
C11 -2.948 -0.390 1.862
C12 -3.449 0.097 3.209
F4 -2.433 0.637 3.976
F5 -4.386 1.097 3.057
F6 -4.011 -0.914 3.928
C13 -2.045 0.433 1.227
S1 -2.238 1.245 -2.723
H1 -3.272 4.585 -3.875
H2 -2.015 3.725 -4.799
H3 -3.626 3.027 -4.683
H4 -2.112 4.669 -1.603
H5 -1.749 3.008 0.398
H6 -1.898 -1.302 -1.731
H7 -4.095 -2.218 1.826
H8 -1.692 1.310 1.746
F7 5.878 -1.030 -1.107
C14 4.689 -1.714 -1.027
C15 4.488 -2.892 -1.731
C16 3.238 -3.504 -1.632
C17 2.180 -2.939 -0.898
C18 2.404 -1.724 -0.242
C19 1.271 -0.782 0.279
B1 1.896 0.459 -0.499
O1 1.672 0.375 -1.877
C20 1.958 1.672 -2.403
C21 2.261 2.584 -1.182
O2 2.380 1.672 -0.047
C22 1.354 -0.606 1.785
C23 0.430 -1.147 2.695
C24 0.525 -0.842 4.064
C25 1.544 -0.015 4.560
C26 2.504 0.396 3.652
F8 3.584 1.118 4.087
C27 2.425 0.132 2.294
C28 3.691 -1.152 -0.244
H9 5.328 -3.349 -2.252
H10 3.051 -4.418 -2.176
H11 1.192 -3.400 -0.831
H12 0.284 -1.091 -0.097
H13 2.849 1.549 -3.057
H14 1.095 2.060 -2.969
H15 3.230 3.101 -1.314
H16 1.420 3.284 -1.003
H17 -0.359 -1.830 2.344
H18 -0.229 -1.205 4.747
H19 1.640 0.220 5.613
H20 3.203 0.532 1.666
H21 3.954 -0.229 0.285

Output
2S+1: 1
gap between HOMO and LUMO: 0.281 Ha
lowest unoccupied orbital energy: -0.0223 Ha
ΔE to the lowest compared entry with this formula, charge and spin: 0.0 kcal/mol

---

No. 2
Density functional theory data (wB97M-V/def2-TZVPD) for a molecular structure, C28H21CaCl2N7O2S.

CARTESIAN COORDINATES (ANGSTROEM)
Ca1 -0.087 0.646 -0.593
Cl1 1.139 -6.685 -0.921
C1 0.396 -5.120 -1.156
C2 0.862 -4.045 -0.414
C3 0.313 -2.768 -0.545
N1 0.738 -1.649 0.190
C4 1.823 -1.679 0.927
O1 2.653 -2.620 1.115
C5 2.151 -0.385 1.654
C6 3.157 -0.362 2.613
C7 3.475 0.847 3.210
C8 2.797 1.993 2.827
C9 1.804 1.887 1.863
N2 1.486 0.716 1.313
C10 -0.776 -2.581 -1.454
C11 -1.208 -3.684 -2.201
C12 -0.629 -4.934 -2.057
Cl2 -1.233 -6.255 -3.032
N3 -1.337 -1.307 -1.544
C13 -2.523 -1.125 -2.130
O2 -3.266 -1.926 -2.724
C14 -3.044 0.304 -2.036
C15 -4.063 0.714 -2.890
C16 -4.512 2.020 -2.808
C17 -3.943 2.875 -1.875
C18 -2.936 2.386 -1.058
N4 -2.507 1.124 -1.135
H1 1.672 -4.198 0.277
H2 3.668 -1.282 2.858
H3 4.256 0.895 3.961
H4 3.033 2.960 3.253
H5 1.234 2.725 1.463
H6 -2.023 -3.554 -2.892
H7 -4.463 -0.003 -3.592
H8 -5.292 2.373 -3.473
H9 -4.242 3.911 -1.789
H10 -2.420 3.017 -0.345
C19 7.233 0.188 -1.762
N5 6.592 -0.701 -0.826
C20 7.239 -1.541 0.067
C21 6.279 -2.188 0.758
N6 5.065 -1.756 0.282
C22 5.233 -0.838 -0.698
S1 4.054 -0.017 -1.559
H11 7.639 -0.364 -2.613
H12 8.036 0.734 -1.265
H13 6.478 0.885 -2.121
H14 8.312 -1.592 0.128
H15 6.355 -2.915 1.546
H16 4.130 -2.008 0.676
N7 0.044 2.816 -0.480
C23 -0.109 4.103 -0.557
C24 -0.778 4.905 0.469
C25 -0.970 6.269 0.368
C26 -0.527 7.006 -0.735
C27 0.134 6.287 -1.748
C28 0.339 4.930 -1.677
H17 -1.135 4.370 1.347
H18 -1.485 6.784 1.179
H19 -0.684 8.076 -0.806
H20 0.497 6.823 -2.624
H21 0.853 4.411 -2.481

Output
total charge: -2
2S+1: 1
gap between HOMO and LUMO: 0.143 Ha
lowest unoccupied orbital energy: 0.1479 Ha
ΔE to the lowest compared entry with this formula, charge and spin: 8.6 kcal/mol

---

No. 3
Density functional theory data (wB97M-V/def2-TZVPD) for a molecular structure, C28H21F3N2O5SYb at a distorted geometry.

CARTESIAN COORDINATES (ANGSTROEM)
Yb1 9.681 12.914 11.273
O1 9.873 11.070 10.330
C1 10.453 10.187 9.513
C2 9.879 8.949 9.222
C3 10.566 8.113 8.391
C4 11.787 8.438 7.811
C5 12.285 9.726 8.041
C6 11.645 10.627 8.925
C7 11.981 12.109 9.083
N1 12.582 12.649 10.023
C8 13.270 11.844 11.015
C9 12.414 11.075 12.080
N2 11.501 12.034 12.689
C10 11.811 12.396 13.873
C11 11.348 13.582 14.592
C12 11.787 13.802 15.915
C13 11.473 14.964 16.597
C14 10.716 15.962 15.939
C15 10.369 15.794 14.588
C16 10.628 14.583 13.963
O2 10.188 14.457 12.765
H1 8.959 8.686 9.704
H2 10.097 7.145 8.255
H3 12.207 7.715 7.177
H4 13.255 10.036 7.600
H5 11.410 12.640 8.300
H6 13.794 12.533 11.708
H7 13.916 11.175 10.525
H8 13.118 10.732 12.869
H9 11.943 10.190 11.761
H10 12.586 11.774 14.350
H11 12.433 13.108 16.404
H12 11.810 14.967 17.666
H13 10.495 16.881 16.484
H14 9.865 16.596 14.058
F1 4.758 13.200 13.864
C17 5.476 12.703 12.828
F2 4.716 11.644 12.444
F3 5.490 13.597 11.836
C18 6.925 12.137 13.128
O3 7.109 11.449 14.107
O4 7.763 12.450 12.194
C19 8.500 20.780 7.142
C20 7.612 21.097 5.967
O5 7.378 22.236 5.629
S1 6.813 19.741 5.051
C21 7.293 18.393 6.148
C22 6.840 18.356 7.477
C23 7.250 17.370 8.351
C24 8.040 16.319 7.925
C25 8.607 16.443 6.652
C26 8.196 17.391 5.737
C27 8.416 15.225 8.755
C28 8.853 14.346 9.478
H15 9.096 21.665 7.219
H16 9.099 19.887 7.110
H17 7.947 20.877 8.047
H18 6.116 19.081 7.843
H19 6.876 17.355 9.380
H20 9.272 15.641 6.312
H21 8.647 17.218 4.814

Output
total charge: -1
2S+1: 2
<S²>: 0.751
gap between HOMO and LUMO (alpha / beta): 0.298 / 0.298 Ha
lowest unoccupied orbital energy (alpha / beta): 0.0878 / 0.0878 Ha
ΔE to the lowest compared entry with this formula, charge and spin: 48.2 kcal/mol